1.
136
Properties=species:S:1:pos:R:3 method="wB97M-V/def2-TZVPD" homo_ev=-8.0 energy_ha=-4074.260499 fmax_ev_per_a=8.4
H 1.454 5.731 -2.031
O 0.304 -11.680 5.629
N 2.028 6.992 -4.301
C 3.604 0.481 -2.483
O -3.507 4.669 -4.581
C 6.747 4.149 -2.789
O -6.205 2.696 -2.620
O -0.924 -2.595 0.501
H 3.455 -4.505 2.242
O 2.424 1.764 -0.498
C -3.408 -11.133 -0.797
O -0.837 -0.396 5.336
H -4.356 1.393 -1.324
C -0.282 -7.082 0.634
C 3.581 4.696 -1.937
H -2.935 7.152 -5.708
H 1.375 3.885 -1.631
H 6.850 -1.113 -4.135
H 2.757 4.428 0.674
O -2.175 -8.127 -0.232
O -3.953 -7.321 6.326
N -2.797 -12.481 -0.646
O -7.487 -7.111 0.148
H 1.367 0.993 5.261
C 3.156 9.307 -4.545
H 7.890 3.977 -3.082
C -5.746 4.956 -4.027
O 1.838 -6.151 3.455
C 5.772 2.897 -2.346
N -6.327 -7.531 0.232
H -4.246 -11.201 -1.495
C 5.199 0.211 -2.909
H -4.665 -0.102 -2.272
C -5.305 -6.580 0.748
C 0.655 8.030 1.166
H -1.765 5.845 -6.099
O 0.813 7.635 5.008
C 3.285 1.811 -1.521
H -6.432 5.792 -3.870
O 7.485 0.941 -1.784
H -2.638 -10.463 -1.184
H -0.479 -2.032 -1.950
H -0.416 9.757 5.892
C 3.924 7.541 -2.464
H -1.985 -11.289 4.446
H 1.042 0.429 6.943
O -1.828 -12.571 0.117
O 2.285 -7.207 1.574
N -6.042 1.471 -2.565
C 3.760 -5.552 2.292
H -0.653 -10.540 3.489
H 2.635 6.302 0.208
C 6.071 5.658 -2.813
C -4.660 0.990 -2.293
C 1.345 0.135 5.936
H 0.174 -1.387 2.533
C 0.764 6.624 2.015
H -2.713 6.635 -7.414
H 6.745 6.567 -3.159
O -0.288 -9.690 6.363
N -4.403 5.495 -4.372
C 2.461 -0.543 -3.061
C 4.516 6.003 -2.402
H 1.552 7.468 -5.126
H 4.843 8.298 -2.485
N -0.404 7.796 5.157
C 2.946 -1.789 -4.047
N -1.528 -7.878 0.792
H -1.991 9.186 5.243
H -0.148 -6.841 -0.423
H -4.019 1.358 -3.096
C 0.867 -0.362 -2.723
C 0.617 5.397 0.889
H 4.396 -5.741 3.160
H 0.232 0.338 -3.411
H 3.139 10.185 -3.758
H -5.608 -6.286 1.755
H 0.398 4.422 1.541
H 1.757 8.285 0.811
H -5.283 -5.722 0.073
H -0.264 5.611 0.133
H -1.697 -8.038 6.769
C 0.130 -1.083 -1.612
H 0.174 -2.898 3.505
H -1.755 -9.507 4.462
H 2.275 9.518 -5.296
O 0.182 -4.222 1.493
O -1.822 -8.232 1.940
C -1.257 -10.477 4.397
H -6.077 4.337 -4.863
H 4.874 -2.883 -5.200
O -6.920 0.615 -2.715
H 0.547 -7.691 0.998
H -1.388 -6.543 7.717
H 0.168 -0.651 -0.525
H -1.051 -6.578 5.946
H 4.265 -5.851 1.371
N 2.528 -6.371 2.452
O -4.282 6.725 -4.423
O -5.941 -8.665 -0.074
C -0.348 -2.324 2.736
C 6.302 1.311 -2.300
N -1.139 7.772 -6.629
H -0.656 9.594 4.113
H -3.752 -10.814 0.189
H 4.150 9.325 -5.202
C 2.975 7.835 -3.775
O -3.301 -13.406 -1.293
O -3.237 -5.240 6.422
O -1.206 8.809 -5.958
H 1.876 6.542 2.419
H 0.180 8.850 1.859
O -1.236 6.902 5.351
C -1.693 -6.946 6.749
C -2.226 6.772 -6.447
H 3.258 7.744 -1.503
H -0.004 7.821 0.220
H 0.004 6.527 2.899
C -0.908 9.194 5.097
N -0.339 -10.627 5.558
C 4.175 3.168 -1.927
C 5.690 -1.018 -3.886
H 2.315 -0.366 5.956
H -0.396 -6.171 1.225
C 4.530 -2.025 -4.478
H 2.157 -2.534 -4.492
O -0.250 7.488 -7.440
N -3.074 -6.464 6.477
H -5.641 4.368 -3.114
N 0.323 -0.816 5.420
C 2.088 5.268 0.166
H -4.335 -7.081 0.768
H -1.386 -2.146 3.027
C 1.991 4.866 -1.454
N -0.364 -3.112 1.475
O 0.709 -1.950 5.114

---

2.
163
Properties=species:S:1:pos:R:3 method="wB97M-V/def2-TZVPD" homo_ev=-5.6 charge=-1 energy_ha=-6457.410364 fmax_ev_per_a=9.1
O -1.149 3.617 -3.741
O 3.759 2.641 1.330
H -2.959 1.219 -3.609
C 5.232 -3.910 -1.999
C 3.710 0.354 -0.038
H 10.920 -2.282 0.514
H 2.860 7.882 -3.507
C 4.678 -2.532 -1.304
H -5.212 2.498 -10.202
C -5.963 1.514 4.951
H -6.609 3.958 -0.833
H 7.409 -5.030 2.539
C -3.624 -0.593 1.062
C 2.615 8.931 -3.623
H 1.164 -3.495 0.166
O 2.917 4.890 -1.624
H -9.032 3.453 4.952
H -3.394 1.659 11.457
H -0.619 5.835 -1.106
H -4.150 3.688 0.426
H 1.622 -3.810 -1.632
H 9.796 -5.529 3.088
C 5.671 -1.188 -1.319
S -2.209 -0.863 -0.193
C -12.010 2.334 5.676
C -6.105 3.753 5.806
N -6.233 2.806 -2.747
C -9.777 2.817 5.421
H -6.883 5.170 4.378
H 8.767 0.550 -0.047
H 1.238 -6.865 -0.810
F -1.957 -1.511 2.886
C 7.941 -3.401 1.239
C 5.291 -9.339 -6.127
C 5.209 0.288 -0.695
F -3.188 -3.614 3.560
C -11.738 1.290 6.546
H 5.382 2.568 -0.854
N -4.221 0.465 8.399
H 2.379 -7.901 1.181
H 5.234 -4.847 -1.260
Cl 7.842 3.619 0.510
C 0.485 0.631 0.196
C -3.385 -1.307 9.809
N -6.799 3.286 3.541
N -11.059 3.105 5.106
C -6.610 4.137 4.574
C -1.101 0.641 -0.280
C 1.632 -7.024 1.497
C -5.781 3.333 -1.429
C 0.922 3.430 -0.427
C -1.649 2.109 -0.870
F -3.984 -0.438 3.541
C -6.470 1.994 3.754
H 5.888 -10.173 -9.343
C 10.546 -3.942 1.839
C -4.081 -2.834 2.622
C 3.078 1.777 0.579
H 7.782 -0.077 1.539
C -10.408 1.017 6.849
H 1.694 12.587 -4.196
C 1.261 -0.734 0.776
C 1.913 4.757 -0.516
H -7.114 3.036 -8.671
S 7.422 -1.200 -2.067
H 3.420 -5.146 0.815
F -4.072 -3.603 1.336
H 6.919 -3.151 0.968
O -1.488 -2.219 -0.023
H -2.803 -0.745 11.805
C 2.108 9.411 -4.820
H -4.306 2.348 9.236
H 8.541 -9.608 -6.015
C -0.660 3.458 -0.911
H 1.948 8.748 -5.665
C -3.734 2.741 -8.654
H -5.971 4.480 6.599
H -10.155 0.205 7.526
C 7.366 -9.929 -7.795
C 5.008 -9.637 -7.451
H -13.032 2.584 5.406
C -3.892 -0.828 8.612
I 4.595 -6.239 -4.125
C -5.563 -2.821 3.329
H -6.629 1.330 2.908
H -5.468 1.605 -4.606
F -6.106 -4.223 3.181
C -5.809 3.331 -6.986
F -6.546 -1.937 2.647
C -5.030 2.734 -9.158
C 6.126 1.647 -0.724
C -3.528 0.932 10.664
C 7.548 -9.623 -6.456
C -3.552 3.047 -7.315
N -4.562 3.344 -6.469
C -1.233 4.918 -1.494
C -3.376 -1.345 2.496
H 4.332 -3.264 -5.548
H -2.559 3.063 -6.874
C -6.092 3.034 -8.310
C 1.366 -6.141 0.132
N 6.538 -9.326 -5.609
C 2.731 -1.004 0.022
C 8.196 0.860 0.935
C 9.544 -4.718 2.412
H 8.998 1.402 1.632
H 2.159 -6.305 2.287
I -0.882 6.558 -4.488
C 8.214 -4.445 2.108
O 0.818 -1.484 1.785
H -3.140 -2.357 9.925
C 2.096 -3.697 -0.542
H 0.363 -5.537 0.198
H -12.542 0.704 6.976
F -4.917 -0.937 0.398
C -9.405 1.792 6.277
H 4.497 -9.095 -5.427
H 6.805 1.627 -1.692
H 0.605 -7.454 1.885
H 2.606 11.897 -1.975
C -5.777 2.415 5.995
C 3.174 -2.471 -0.611
H 3.197 9.494 -1.626
N 1.779 10.703 -5.033
C -4.032 1.316 9.431
H 8.215 -10.157 -8.430
C 1.968 11.554 -4.000
H 3.203 -5.608 -1.093
C 4.716 -3.012 -4.449
F -5.515 -2.594 4.819
H -5.717 0.465 5.067
F -3.603 0.882 1.360
C -3.168 2.357 -1.454
C 6.986 1.937 0.641
C -1.122 4.840 -3.153
C -4.359 3.210 -0.646
C 2.472 11.171 -2.768
H -5.380 2.077 6.948
C -3.716 1.843 -2.935
C 2.697 -5.157 -0.112
C 2.800 9.832 -2.579
H 6.340 -3.846 -2.407
H 7.246 -0.762 -3.396
O 1.868 5.788 0.359
H -2.349 5.092 -1.176
H -6.603 3.575 -6.286
H -4.052 -1.491 7.766
C -5.212 2.062 -3.537
O -2.956 -0.967 -1.582
H 3.155 -4.074 -3.156
C 10.174 -2.918 0.983
H 3.986 -9.634 -7.812
C 4.301 -4.193 -3.359
N 8.892 -2.630 0.669
C 6.070 -9.936 -8.298
H 5.906 -2.925 -4.440
H 6.272 1.958 1.586
H 4.336 -1.931 -4.117
H -8.360 1.604 6.492
C 1.479 1.977 0.120
H -2.885 2.513 -9.289
H 11.592 -4.131 2.054
C -3.200 -0.406 10.853

---

Ordered LUMO level results: -1.59; 0.12; unit eV.
Ordered orbital gap results: 6.428; 5.722; unit eV.